Density functional theory data (wB97M-V/def2-TZVPD) for a molecular structure, C34H53BaN2O2P2.

Element x y z (Å)
1 C -1.771 -1.360 -1.804
2 C 0.515 -1.702 -1.736
3 C -1.922 -2.409 -2.707
4 C 0.409 -2.891 -2.472
5 C -0.837 -3.231 -2.994
6 H -2.892 -2.542 -3.188
7 H 1.304 -3.470 -2.678
8 H -0.943 -4.092 -3.640
9 N -0.581 -1.077 -1.230
10 P -3.043 0.120 0.214
11 P 3.092 -0.444 -0.463
12 C -2.930 -0.383 -1.557
13 H -2.756 0.518 -2.172
14 H -3.875 -0.812 -1.926
15 C 0.322 3.184 2.535
16 O 0.617 4.172 3.031
17 C 1.820 -0.933 -1.804
18 H 2.384 -1.296 -2.677
19 C 4.537 0.256 -1.404
20 C 3.540 -1.260 1.172
21 C -3.935 1.796 0.138
22 C -4.081 -1.344 0.874
23 C 4.753 1.744 -1.028
24 H 4.996 1.869 0.033
25 H 5.591 2.142 -1.622
26 H 3.875 2.365 -1.243
27 C 5.821 -0.534 -1.139
28 H 6.173 -0.447 -0.108
29 H 5.681 -1.591 -1.401
30 H 6.600 -0.120 -1.799
31 C 4.363 0.200 -2.946
32 H 5.223 0.718 -3.401
33 H 4.360 -0.832 -3.322
34 H 3.463 0.708 -3.306
35 C 4.528 -0.393 1.982
36 H 4.085 0.562 2.303
37 H 4.808 -0.955 2.887
38 H 5.459 -0.177 1.448
39 C 2.344 -1.592 2.101
40 H 1.979 -0.728 2.693
41 H 1.525 -2.120 1.580
42 H 2.716 -2.295 2.861
43 C 4.205 -2.597 0.789
44 H 5.158 -2.455 0.272
45 H 4.410 -3.167 1.705
46 H 3.544 -3.197 0.149
47 C -4.734 -0.940 2.206
48 H -5.212 -1.831 2.640
49 H -3.998 -0.570 2.934
50 H -5.519 -0.182 2.075
51 C -3.087 -2.501 1.118
52 H -2.548 -2.788 0.205
53 H -2.345 -2.258 1.896
54 H -3.651 -3.382 1.465
55 C -5.165 -1.831 -0.102
56 H -5.785 -2.574 0.424
57 H -5.831 -1.026 -0.437
58 H -4.744 -2.338 -0.980
59 C -3.138 2.753 -0.776
60 H -3.225 2.490 -1.838
61 H -3.543 3.771 -0.656
62 H -2.067 2.798 -0.518
63 C -3.972 2.386 1.561
64 H -2.962 2.547 1.971
65 H -4.476 3.362 1.520
66 H -4.527 1.750 2.262
67 C -5.354 1.616 -0.405
68 H -5.369 1.149 -1.400
69 H -5.993 1.037 0.273
70 H -5.812 2.613 -0.504
71 Ba 0.010 0.360 1.283
72 N 2.027 0.916 -0.420
73 C 1.575 0.487 -1.657
74 C 1.071 1.300 -2.753
75 C 0.856 2.698 -2.668
76 C 0.910 0.658 -4.013
77 C 0.661 3.443 -3.838
78 H 0.863 3.162 -1.678
79 C 0.734 1.405 -5.177
80 H 0.961 -0.433 -4.065
81 C 0.632 2.799 -5.088
82 H 0.556 4.533 -3.775
83 H 0.704 0.886 -6.144
84 H 0.537 3.391 -5.998
85 C -0.842 -1.117 5.921
86 C -0.357 0.059 5.145
87 C 0.094 1.202 5.990
88 O -0.319 0.080 3.885
89 H -1.618 -0.789 6.629
90 H -0.014 -1.517 6.526
91 H -1.240 -1.905 5.275
92 H 1.011 0.912 6.524
93 H 0.281 2.103 5.404
94 H -0.668 1.405 6.755

Computed properties:
HOMO-LUMO gap (spin up / spin down)	4.67 / 3.30	eV
2S+1	1
net charge	+1

Atom charges from the Mulliken analysis, given in e for atoms 1 to 2: -1.063, -0.943

Density functional theory data (wB97M-V/def2-TZVPD) for 8 unconnected molecules or ions with the total composition C34H53F18NO13.

Element x y z (Å)
1 C 3.086 -4.522 0.552
2 C 2.562 -4.475 -0.883
3 C 2.360 -3.042 -1.369
4 N 2.076 -2.908 -2.856
5 C 0.982 -3.830 -3.369
6 C 0.397 -3.645 -4.724
7 C 0.039 -2.228 -4.998
8 C 1.057 -1.241 -4.561
9 C 1.689 -1.526 -3.088
10 C 3.318 -3.178 -3.567
11 H 2.130 -4.194 1.216
12 H 3.874 -3.727 0.710
13 H 3.357 -5.327 0.892
14 H 1.462 -5.162 -0.939
15 H 3.320 -4.784 -1.516
16 H 3.197 -2.283 -1.144
17 H 1.424 -2.728 -0.881
18 H 0.011 -3.733 -2.702
19 H 1.212 -4.870 -3.147
20 H -0.489 -4.369 -4.950
21 H 1.133 -3.992 -5.479
22 H -0.855 -2.147 -4.470
23 H -0.320 -1.911 -5.912
24 H 0.608 -0.289 -4.322
25 H 1.957 -1.094 -5.305
26 H 0.917 -1.315 -2.344
27 H 2.489 -0.825 -2.806
28 H 3.776 -4.184 -3.424
29 H 4.130 -2.441 -3.010
30 H 3.180 -3.200 -4.662
31 C -0.077 0.068 -0.188
32 O 1.280 0.034 -0.288
33 H -0.321 -0.438 -0.996
34 H -0.447 1.087 -0.154
35 H -0.482 -0.597 0.625
36 C 0.857 3.290 1.726
37 C 2.318 3.132 1.378
38 O 2.579 4.437 0.708
39 C 3.872 4.599 0.455
40 O 4.783 3.778 0.584
41 C 4.130 6.089 0.073
42 F 4.226 6.798 1.177
43 F 5.151 6.305 -0.817
44 F 2.949 6.708 -0.430
45 H 0.443 2.335 1.990
46 H 0.472 3.384 0.722
47 H 0.892 4.098 2.319
48 H 2.444 2.226 0.754
49 H 3.016 2.758 2.198
50 C -2.446 0.809 3.599
51 C -2.713 -0.336 4.585
52 O -3.358 -1.377 3.879
53 C -3.054 -2.648 4.332
54 O -2.210 -2.834 5.220
55 C -3.620 -3.675 3.432
56 F -2.564 -4.449 3.153
57 F -4.444 -4.492 4.261
58 F -4.254 -3.364 2.335
59 H -1.944 0.492 2.581
60 H -1.646 1.521 3.971
61 H -3.310 1.405 3.856
62 H -3.307 0.072 5.301
63 H -1.741 -0.733 4.797
64 C -4.002 -0.845 -1.072
65 C -3.095 -1.872 -0.549
66 O -3.680 -3.210 -0.604
67 C -3.029 -4.381 -0.641
68 O -1.823 -4.449 -0.766
69 C -4.036 -5.526 -0.462
70 F -3.501 -6.682 -1.098
71 F -4.141 -5.821 0.804
72 F -5.207 -5.187 -0.935
73 H -4.826 -0.523 -0.206
74 H -4.708 -1.200 -1.869
75 H -3.545 0.199 -1.327
76 H -2.725 -1.741 0.476
77 H -2.212 -1.953 -1.308
78 C 0.782 4.185 -1.891
79 C 1.609 3.222 -2.738
80 O 2.707 4.138 -3.155
81 C 3.618 3.656 -3.792
82 O 3.574 2.554 -4.379
83 C 5.010 4.429 -3.856
84 F 5.212 4.517 -5.241
85 F 4.788 5.678 -3.352
86 F 5.991 3.761 -3.308
87 H 0.097 3.696 -1.427
88 H -0.045 4.577 -2.439
89 H 1.369 4.907 -1.355
90 H 1.109 2.840 -3.516
91 H 1.764 2.177 -2.054
92 C -3.055 2.610 0.107
93 C -3.252 4.141 0.279
94 O -4.594 4.647 0.583
95 C -4.792 5.938 0.964
96 O -3.864 6.793 1.108
97 C -6.287 6.340 1.200
98 F -6.366 7.487 1.774
99 F -7.014 6.452 0.066
100 F -6.912 5.370 1.978
101 H -3.396 2.094 -0.780
102 H -3.288 1.964 1.077
103 H -1.905 2.457 0.133
104 H -2.922 4.461 -0.698
105 H -2.645 4.429 1.015
106 C 0.265 -2.502 2.607
107 C 1.280 -1.271 2.923
108 O 2.117 -1.592 3.953
109 C 1.958 -1.053 5.307
110 O 0.991 -0.145 5.513
111 C 2.949 -1.657 6.263
112 F 3.667 -0.753 6.723
113 F 2.076 -2.112 7.263
114 F 3.652 -2.783 5.797
115 H 0.668 -3.485 2.378
116 H -0.561 -2.199 1.816
117 H -0.201 -2.667 3.530
118 H 0.880 -0.381 3.073
119 H 1.914 -1.064 2.020

Computed properties:
HOMO-LUMO gap	6.59	eV
2S+1	1

Atom charges from the Mulliken analysis, given in e for atoms 1 to 2: -1.058, -0.287

Energy relative to the best compared isomer or geometry (same formula, charge and spin) for the records above, in order: 70.70, 33.26 kcal per mole
DFT total energy for the records above, in order: -2295.2691, -4157.2803 a.u.